The following is a quantum chemistry calculation of 3 unconnected molecules or ions with the total composition C18H36BBrClIN7O8P2S in a non-equilibrium geometry, from the OMol25 dataset.

Structure (XYZ):
```
76
Properties=species:S:1:pos:R:3:lowdin_charge:R:1
C 1.882 3.589 0.511 -0.129
C 0.851 3.837 1.721 -0.122
B -0.113 2.544 2.039 -0.391
O -0.301 2.240 3.435 0.096
N -0.797 1.756 0.915 0.159
C -1.404 2.543 -0.193 -0.102
C -2.720 3.351 0.174 -0.678
O -3.177 3.590 1.300 0.013
Br -3.795 4.019 -1.386 0.650
C -0.811 0.414 0.894 -0.142
N -0.212 -0.498 1.865 -0.090
C -0.916 -0.852 3.107 -0.083
C -1.968 -2.048 3.032 -0.177
O -2.816 -2.189 3.951 0.019
C 0.613 -1.497 1.137 -0.481
C 1.004 -2.890 1.815 -0.154
C 2.413 -3.517 1.398 -0.122
C 2.542 -3.983 -0.122 -0.423
O 1.939 -5.040 -0.460 0.034
O 3.318 -3.348 -1.135 -0.003
P 2.211 -0.442 0.830 0.438
S 2.998 -0.211 2.632 0.180
C -0.283 -1.513 -0.254 -0.710
Cl 0.770 -0.718 -1.590 0.653
P -0.662 -3.177 -1.085 0.957
C -1.630 -2.825 -2.709 -0.266
O -1.689 -4.166 -0.074 -0.336
N -1.368 -0.470 -0.133 -0.093
C -2.775 -0.927 -0.055 -0.243
C -3.849 0.050 0.610 -0.651
C -4.757 -0.750 1.710 -0.165
I -5.292 0.627 -0.972 0.831
H 1.470 2.969 -0.356 0.062
H 2.787 2.996 0.916 0.062
H 2.323 4.600 0.179 0.099
H 0.257 4.798 1.557 0.121
H 1.498 4.010 2.663 0.125
H 0.587 2.048 3.823 0.123
H -0.639 3.315 -0.587 0.148
H -1.657 1.891 -1.114 0.134
H -0.115 -1.078 3.911 0.151
H -1.490 0.059 3.527 0.152
H -1.974 -2.839 2.203 0.118
H 1.033 -2.765 2.963 0.128
H 0.211 -3.712 1.636 0.121
H 2.533 -4.479 2.027 0.150
H 3.326 -2.873 1.695 0.086
H 4.266 -3.505 -0.881 0.134
H 3.121 -1.077 -0.069 -0.006
H 1.878 0.906 0.415 -0.024
H -2.753 -2.975 -2.562 0.052
H -1.488 -1.716 -3.005 0.021
H -1.238 -3.464 -3.575 0.063
H -2.303 -4.583 -0.728 0.062
H -2.913 -1.961 0.446 0.104
H -3.126 -1.101 -1.143 0.065
H -3.452 0.961 1.157 0.069
H -4.753 -1.877 1.553 0.090
H -5.823 -0.311 1.772 0.070
H -4.278 -0.480 2.727 0.079
C 5.163 1.305 -0.643 -0.677
O 4.255 1.561 0.139 -0.072
N 5.068 1.535 -1.975 0.165
N 6.339 0.769 -0.242 0.169
H 5.800 1.333 -2.632 0.103
H 4.207 1.935 -2.312 0.110
H 6.447 0.583 0.743 0.114
H 7.096 0.551 -0.865 0.103
C -1.203 2.211 -4.154 -0.688
O -0.838 2.952 -3.249 -0.009
N -0.868 0.898 -4.199 0.155
N -1.972 2.637 -5.183 0.167
H -1.154 0.269 -4.928 0.101
H -0.296 0.550 -3.448 0.010
H -2.242 3.608 -5.183 0.114
H -2.282 2.046 -5.933 0.103
```

Calculated values
- spin multiplicity = 1
- largest force on an atom (eV/A) = 5.13
- charge = +1
- E_tot (Ha) = -6130.057206

The following is a quantum chemistry calculation of 9 unconnected molecules or ions with the total composition C18H36Br18 in a non-equilibrium geometry, from the OMol25 dataset.

Structure (XYZ):
```
72
Properties=species:S:1:pos:R:3:lowdin_charge:R:1
Br -2.961 -4.321 3.217 0.587
C -4.926 -4.482 3.060 -0.699
C -5.322 -5.937 3.190 -0.669
Br -7.271 -6.128 2.758 0.570
H -5.314 -4.120 2.108 0.048
H -5.398 -3.838 3.802 0.057
H -5.112 -6.293 4.198 0.057
H -4.746 -6.556 2.501 0.048
Br 1.289 -4.087 -12.211 0.567
C 0.889 -4.821 -10.424 -0.658
C 1.173 -3.813 -9.260 -0.651
Br -0.113 -2.308 -9.229 0.548
H 1.673 -5.571 -10.324 0.040
H -0.084 -5.311 -10.393 0.060
H 2.122 -3.276 -9.253 0.043
H 1.092 -4.313 -8.295 0.051
Br -1.201 10.419 -5.995 0.556
C -0.711 8.551 -5.476 -0.630
C -1.386 8.265 -4.051 -0.681
Br -1.119 6.385 -3.550 0.576
H 0.358 8.348 -5.551 0.056
H -1.243 7.935 -6.202 0.036
H -2.460 8.449 -4.024 0.044
H -0.874 8.885 -3.315 0.043
Br 4.875 3.564 5.471 0.610
C 3.043 3.516 6.139 -0.698
C 2.948 4.376 7.363 -0.708
Br 1.149 4.359 8.190 0.582
H 2.957 2.510 6.549 0.048
H 2.350 3.711 5.321 0.064
H 3.186 5.425 7.191 0.051
H 3.611 4.011 8.148 0.051
Br 4.230 -2.054 7.655 0.606
C 5.055 -2.180 5.905 -0.711
C 4.039 -2.290 4.746 -0.687
Br 4.930 -2.740 3.068 0.605
H 5.702 -3.058 5.921 0.045
H 5.669 -1.280 5.882 0.046
H 3.597 -1.319 4.520 0.043
H 3.232 -2.976 5.007 0.054
Br 5.860 6.082 -1.732 0.601
C 5.160 5.316 -0.083 -0.731
C 4.113 4.269 -0.397 -0.648
Br 5.055 2.691 -1.186 0.554
H 4.731 6.112 0.525 0.060
H 5.986 4.955 0.529 0.053
H 3.444 4.814 -1.064 0.055
H 3.681 3.920 0.541 0.057
Br -9.104 4.804 1.822 0.587
C -8.580 3.138 0.904 -0.670
C -7.075 2.871 1.156 -0.673
Br -6.472 1.169 0.335 0.565
H -8.759 3.239 -0.166 0.051
H -9.331 2.414 1.221 0.049
H -6.845 2.925 2.220 0.050
H -6.415 3.555 0.623 0.040
Br 2.387 -9.158 0.570 0.568
C 1.061 -7.678 0.308 -0.651
C 0.035 -8.153 -0.747 -0.616
Br -1.474 -6.763 -0.951 0.503
H 1.611 -6.799 -0.029 0.053
H 0.573 -7.482 1.262 0.049
H -0.367 -9.103 -0.396 0.045
H 0.581 -8.261 -1.684 0.051
Br 0.121 0.634 0.951 0.558
C -0.240 0.126 -0.959 -0.599
C 0.438 -1.221 -1.096 -0.740
Br 0.521 -1.987 -2.893 0.585
H 0.267 0.928 -1.496 0.051
H -1.321 0.158 -1.097 0.061
H -0.056 -2.022 -0.545 0.045
H 1.484 -1.127 -0.803 0.038
```

Calculated values
- spin multiplicity = 1
- largest force on an atom (eV/A) = 2.37
- SMILES = BrCCBr.BrCCBr.BrCCBr.BrCCBr.BrCCBr.BrCCBr.BrCCBr.BrCCBr.BrCCBr
- E_tot (Ha) = -47039.653116

The following is a quantum chemistry calculation of 2 unconnected molecules or ions with the total composition C18H36Br2N3O2 in a non-equilibrium geometry, from the OMol25 dataset.

Structure (XYZ):
```
61
Properties=species:S:1:pos:R:3:lowdin_charge:R:1
C 0.920 -2.762 2.326 -0.098
C -0.249 -2.722 1.315 -0.240
C -1.286 -1.628 1.603 -0.193
C -1.822 -0.879 0.368 -0.203
C -2.172 -1.719 -0.859 -0.208
C -2.137 -0.891 -2.159 -0.186
C -0.720 -0.352 -2.368 -0.220
C -0.241 -0.121 -3.816 -0.171
C 0.535 1.201 -3.930 -0.181
C 1.962 1.077 -3.368 -0.130
C 2.006 1.193 -1.857 -0.285
C 1.711 2.578 -1.269 -0.064
C 1.449 2.360 0.232 -0.313
C 0.986 3.611 0.965 -0.672
Br 2.233 4.416 2.146 0.807
C -0.250 4.091 0.783 -0.753
C -1.312 3.426 -0.051 -0.109
Br -0.814 5.669 1.669 0.771
N 2.721 1.823 0.814 0.065
C 3.218 0.743 0.081 -0.282
N 3.544 -0.342 0.725 0.099
O 3.480 -0.388 2.093 0.074
N 3.359 0.798 -1.284 0.147
H 1.872 -2.780 1.789 0.041
H 0.889 -1.917 3.008 0.067
H 0.903 -3.686 2.897 0.072
H 0.147 -2.640 0.304 0.083
H -0.752 -3.688 1.350 0.109
H -0.788 -0.876 2.221 0.098
H -2.104 -1.992 2.220 0.097
H -1.113 -0.081 0.140 0.071
H -2.744 -0.377 0.669 0.118
H -1.507 -2.567 -1.015 0.099
H -3.171 -2.135 -0.725 0.117
H -2.883 -0.100 -2.107 0.117
H -2.416 -1.554 -2.979 0.112
H -0.660 0.610 -1.855 0.082
H -0.046 -1.022 -1.831 0.103
H 0.457 -0.921 -4.070 0.109
H -1.057 -0.184 -4.530 0.113
H -0.040 1.963 -3.406 0.101
H 0.602 1.512 -4.970 0.116
H 2.582 1.870 -3.789 0.128
H 2.364 0.104 -3.650 0.118
H 1.306 0.501 -1.394 0.111
H 2.620 3.176 -1.322 0.142
H 0.910 3.053 -1.816 0.109
H 0.703 1.582 0.407 0.139
H -2.251 3.949 0.096 0.063
H -1.102 3.460 -1.114 0.076
H -1.472 2.403 0.291 0.079
H 3.428 2.556 0.759 0.100
H 3.888 -1.163 0.250 0.186
H 3.564 -1.315 2.342 0.118
H 3.670 -0.090 -1.668 0.143
C -4.031 -3.414 4.767 -0.153
O -3.200 -2.257 4.682 -0.136
H -4.325 -3.678 3.754 0.075
H -3.493 -4.256 5.209 0.077
H -4.930 -3.212 5.353 0.078
H -2.940 -2.018 5.574 0.071
```

Calculated values
- spin multiplicity = 1
- largest force on an atom (eV/A) = 1.18
- charge = +1
- E_tot (Ha) = -6169.883841

Number 2 is which compound?
C18H36Br18